# 1
A molecular structure, C30H61FeO28P3S. Source: OMol25; level of theory: the ωB97M-V functional and the def2-TZVPD basis.

Element x y z (Å)
Fe -1.31 2.15 0.19
S -1.00 -0.23 1.28
O -1.35 0.22 -0.10
O -2.08 -0.81 2.08
O 0.17 -1.09 1.29
O -0.63 1.12 1.75
C -1.63 -0.98 5.34
C -2.49 -0.60 6.57
O -1.54 0.12 7.35
C -0.61 0.64 6.52
O 0.14 1.51 6.85
O -0.58 -0.02 5.37
H -2.28 -0.93 4.48
H -1.22 -1.98 5.51
H -2.66 -1.49 7.17
H -3.40 -0.09 6.23
C 1.51 -2.81 3.59
C 0.64 -3.74 2.74
O 0.29 -4.78 3.65
C 1.20 -4.77 4.67
O 1.14 -5.52 5.59
O 2.05 -3.75 4.52
H 1.05 -1.91 4.00
H 2.29 -2.43 2.94
H 1.03 -4.07 1.78
H -0.29 -3.25 2.45
C -3.04 -3.72 0.99
C -3.13 -4.63 2.25
O -3.24 -5.90 1.65
C -3.07 -5.86 0.33
O -3.32 -6.77 -0.40
O -2.67 -4.64 -0.08
H -2.28 -2.95 1.06
H -3.92 -3.09 0.81
H -4.11 -4.42 2.69
H -2.25 -4.56 2.88
C 0.16 -2.92 -1.35
C 0.02 -3.48 -2.81
O 0.18 -4.89 -2.59
C 0.60 -5.12 -1.34
O 0.73 -6.21 -0.88
O 0.89 -3.97 -0.72
H -0.82 -3.03 -0.86
H 0.56 -1.94 -1.12
H 0.78 -2.99 -3.42
H -0.96 -3.32 -3.24
C 3.70 5.38 2.03
C 3.71 4.16 1.12
O 2.39 3.97 0.58
P 1.97 2.95 -0.58
O 0.61 2.41 -0.37
O 2.10 3.74 -1.95
C 3.36 4.00 -2.58
C 3.37 5.45 -3.05
O 3.14 1.87 -0.51
C 2.90 0.70 0.34
C 4.22 0.30 0.95
H 3.04 5.35 2.89
H 4.73 5.67 2.25
H 3.27 6.24 1.51
H 4.36 4.43 0.28
H 4.16 3.25 1.50
H 4.09 4.01 -1.76
H 3.69 3.38 -3.41
H 4.30 5.97 -3.25
H 2.71 5.61 -3.90
H 2.90 6.01 -2.23
H 2.16 0.91 1.12
H 2.51 -0.15 -0.23
H 4.09 -0.46 1.72
H 4.93 -0.07 0.20
H 4.69 1.14 1.44
C -6.03 -0.50 0.01
C -5.21 -0.09 1.25
O -5.54 1.21 1.73
P -4.58 2.48 1.56
O -3.31 2.21 0.88
O -4.35 3.06 3.02
C -3.85 2.27 4.12
C -3.12 3.11 5.13
O -5.56 3.51 0.82
C -5.91 3.33 -0.56
C -6.07 4.71 -1.15
H -7.02 -0.86 0.23
H -6.01 0.39 -0.63
H -5.40 -1.11 -0.64
H -5.55 -0.75 2.06
H -4.15 -0.31 1.13
H -4.74 1.92 4.68
H -3.46 1.31 3.77
H -3.60 4.03 5.44
H -2.80 2.46 5.94
H -2.24 3.49 4.58
H -5.09 2.81 -1.08
H -6.82 2.74 -0.64
H -5.26 5.44 -1.24
H -6.44 4.60 -2.17
H -6.85 5.15 -0.52
C 5.10 -2.48 -3.84
C 5.28 -1.79 -5.17
O 5.23 -0.36 -4.92
P 3.99 0.53 -5.42
O 4.13 2.01 -5.40
O 3.79 -0.03 -6.93
C 2.45 -0.13 -7.47
C 1.82 -1.49 -7.25
O 2.76 -0.05 -4.59
C 2.61 0.22 -3.19
C 1.14 0.29 -2.80
H 5.21 -3.57 -3.97
H 5.92 -2.27 -3.15
H 4.14 -2.45 -3.32
H 6.23 -2.03 -5.63
H 4.46 -2.07 -5.83
H 1.84 0.57 -6.89
H 2.53 0.07 -8.53
H 2.12 -1.84 -6.25
H 0.74 -1.49 -7.20
H 2.24 -2.21 -7.95
H 3.05 -0.62 -2.65
H 3.15 1.14 -2.96
H 0.54 -0.49 -3.25
H 1.02 0.36 -1.72
H 0.78 1.24 -3.21

Values from the calculation:
Energy ... -162526.234 eV
<S²> ... 6.008
Orbital gap (alpha / beta) ... 8.8 / 8.7 eV
E_HOMO (alpha / beta) ... -9.46 / -9.68 eV
2S+1 ... 5
Maximum force ... 3.5 eV/A
Net charge ... 0



# 2
4 unconnected molecules or ions with the total composition C30H61N4O. Source: OMol25; level of theory: the ωB97M-V functional and the def2-TZVPD basis.

Element x y z (Å)
C 3.29 -0.29 1.26
C 3.05 0.74 0.05
N 2.72 2.14 0.45
C 1.83 2.21 1.66
C 0.93 3.58 1.61
C -0.64 3.21 1.71
O -0.96 2.45 2.67
N -1.66 3.68 0.75
C -2.78 2.67 0.86
C -3.97 2.92 1.85
C -5.07 1.84 1.96
C -4.93 0.57 1.06
C -3.76 0.31 0.07
C -2.66 1.41 -0.04
C 3.89 2.98 0.56
N 5.24 2.54 0.90
N 3.73 4.31 0.27
H 2.34 -0.49 1.88
H 3.55 -1.31 0.77
H 4.16 -0.02 1.95
H 3.99 0.78 -0.62
H 2.20 0.30 -0.60
H 1.10 1.33 1.73
H 2.42 2.30 2.65
H 1.18 4.26 2.50
H 1.16 4.21 0.68
H -1.30 3.64 -0.22
H -3.95 3.90 2.43
H -5.93 2.00 2.68
H -5.73 -0.24 1.17
H -3.65 -0.63 -0.56
H -1.76 1.31 -0.75
H 5.86 3.14 0.32
H 5.44 2.87 1.88
H 4.00 5.06 0.93
H 3.27 4.57 -0.63
C -1.90 -3.54 -0.98
C -2.81 -4.46 -0.17
C -3.13 -5.77 -0.88
C -3.90 -5.64 -2.20
C -5.24 -4.90 -2.11
C -6.25 -5.60 -1.21
H -2.38 -3.23 -1.92
H -1.68 -2.64 -0.41
H -0.96 -4.04 -1.22
H -3.73 -3.93 0.09
H -2.32 -4.69 0.78
H -3.70 -6.41 -0.19
H -2.20 -6.31 -1.07
H -4.07 -6.64 -2.60
H -3.27 -5.13 -2.93
H -5.66 -4.83 -3.11
H -5.08 -3.88 -1.76
H -6.44 -6.62 -1.57
H -7.20 -5.06 -1.22
H -5.90 -5.66 -0.18
C -5.73 -2.43 -5.46
C -4.59 -3.41 -5.70
C -3.22 -2.87 -5.29
C -2.75 -1.63 -6.05
C -2.68 -1.78 -7.57
C -1.67 -2.84 -8.02
H -5.61 -1.52 -6.05
H -6.68 -2.88 -5.73
H -5.78 -2.15 -4.40
H -4.59 -3.71 -6.75
H -4.79 -4.32 -5.13
H -2.48 -3.67 -5.40
H -3.24 -2.63 -4.22
H -1.76 -1.34 -5.67
H -3.42 -0.79 -5.82
H -2.38 -0.82 -8.00
H -3.66 -2.01 -7.99
H -0.67 -2.60 -7.65
H -1.63 -2.88 -9.11
H -1.95 -3.83 -7.67
C 8.51 5.16 6.07
C 7.61 4.25 6.89
C 7.29 2.92 6.20
C 6.51 3.04 4.89
C 5.17 3.77 4.99
C 4.17 3.07 5.90
H 8.02 5.46 5.13
H 8.74 6.07 6.63
H 9.45 4.67 5.82
H 6.69 4.77 7.16
H 8.12 4.02 7.84
H 6.73 2.29 6.89
H 8.23 2.39 5.99
H 6.34 2.03 4.49
H 7.13 3.55 4.14
H 4.74 3.84 3.98
H 5.32 4.80 5.33
H 3.98 2.05 5.55
H 3.22 3.61 5.90
H 4.53 3.03 6.93

Values from the calculation:
Energy ... -40095.540 eV
Orbital gap ... 5.5 eV
E_HOMO ... -10.64 eV
Maximum force ... 4.8 eV/A
Net charge ... +1



# 3
8 unconnected molecules or ions with the total composition C30H62Br19ClNO5P2. Source: OMol25; level of theory: the ωB97M-V functional and the def2-TZVPD basis.

Element x y z (Å)
C 2.73 3.22 4.22
C 3.28 2.14 3.22
O 2.36 2.10 2.11
C 2.66 0.99 1.25
C 1.91 -0.33 1.74
O 0.55 -0.44 1.35
P 0.26 -0.81 -0.33
C -0.11 1.06 -0.71
C -0.51 1.93 0.58
N -0.14 3.23 0.65
C -1.62 -0.99 0.17
O -1.75 -0.99 1.65
C -3.11 -1.11 1.93
C -4.11 0.08 1.72
O -3.57 -2.17 2.33
C 0.63 -2.69 -0.08
Br 2.55 -2.96 -0.73
C -0.15 -3.74 -0.95
C -0.12 -5.14 -0.17
P -0.15 -1.19 -2.50
O 0.65 0.04 -3.38
Cl -2.24 -0.97 -2.94
H 2.13 3.95 3.62
H 2.06 2.70 4.96
H 3.53 3.78 4.75
H 4.32 2.42 2.90
H 3.34 1.11 3.67
H 3.76 0.76 1.42
H 2.54 1.19 0.17
H 2.56 -1.22 1.57
H 1.90 -0.20 2.88
H 1.63 -0.60 -0.71
H -0.95 1.15 -1.44
H 0.76 1.57 -1.22
H -1.09 1.56 1.45
H -0.45 3.60 1.57
H -2.24 -0.13 -0.20
H -2.12 -1.92 -0.18
H -4.96 0.03 2.46
H -4.58 0.07 0.70
H -3.58 1.05 1.90
H 0.67 -2.90 1.01
H 0.39 -3.95 -1.91
H -1.21 -3.53 -1.21
H -0.50 -5.98 -0.79
H 0.98 -5.34 -0.01
H -0.57 -5.07 0.85
H 0.32 -0.05 -4.29
Br -9.14 -5.22 2.61
C -7.29 -4.76 2.21
C -6.97 -3.34 2.62
Br -7.71 -2.05 1.36
H -7.14 -4.94 1.14
H -6.69 -5.47 2.77
H -5.89 -3.17 2.60
H -7.36 -3.08 3.60
Br 1.71 -7.88 1.84
C 3.23 -6.93 2.61
C 2.78 -5.88 3.59
Br 2.09 -4.30 2.67
H 3.81 -6.53 1.78
H 3.82 -7.70 3.11
H 3.62 -5.52 4.17
H 1.99 -6.22 4.26
Br -3.26 2.56 6.05
C -3.02 0.63 5.83
C -1.62 0.21 6.20
Br -0.35 0.66 4.80
H -3.28 0.40 4.79
H -3.75 0.18 6.49
H -1.57 -0.88 6.29
H -1.26 0.67 7.12
Br -1.11 -1.67 -5.03
C -0.46 -1.87 -6.87
C -1.56 -1.64 -7.87
Br -2.75 -3.18 -7.98
H -0.01 -2.87 -6.94
H 0.32 -1.12 -6.98
H -1.15 -1.53 -8.87
H -2.18 -0.78 -7.63
Br 1.85 -5.72 -3.27
C 3.79 -5.57 -3.23
C 4.45 -6.87 -3.61
Br 4.39 -8.15 -2.15
H 4.06 -5.23 -2.23
H 4.03 -4.79 -3.95
H 5.51 -6.71 -3.81
H 3.99 -7.35 -4.47
Br -1.46 3.36 -1.06
C -2.78 4.05 -2.35
C -3.98 4.63 -1.64
Br -5.16 3.22 -0.98
H -3.04 3.23 -3.03
H -2.26 4.83 -2.91
H -4.60 5.21 -2.33
H -3.71 5.24 -0.78
Br 3.72 6.73 4.45
C 3.66 7.18 6.35
C 3.00 6.08 7.15
Br 1.07 6.11 6.94
H 3.14 8.14 6.43
H 4.70 7.30 6.65
H 3.17 6.23 8.21
H 3.34 5.09 6.87
Br 0.41 1.56 -8.27
C 1.05 1.34 -10.09
C -0.05 1.55 -11.09
Br -1.23 0.00 -11.19
H 1.51 0.35 -10.15
H 1.83 2.10 -10.21
H 0.35 1.65 -12.10
H -0.68 2.41 -10.86
Br 1.27 5.69 0.94
C 1.82 7.55 1.14
C 2.91 7.91 0.17
Br 4.64 7.22 0.75
H 2.10 7.69 2.18
H 0.92 8.13 0.93
H 3.05 8.99 0.12
H 2.74 7.52 -0.84

Values from the calculation:
Energy ... -1405746.405 eV
Orbital gap ... 5.8 eV
E_HOMO ... -4.17 eV
Maximum force ... 6.4 eV/A
Net charge ... -1



- Which formula does entry 2 have?
  C30H61N4O